# 1
DFT (ωB97M-V/def2-TZVPD) results for C37H32AuNP2 as an isolated structure.

Structure (XYZ):
```
73
Properties=species:S:1:pos:R:3
C -2.077 3.177 -0.221
C -1.192 2.809 -1.252
C -1.541 3.050 -2.593
C -2.697 3.780 -2.885
C -3.545 4.195 -1.856
C -3.239 3.890 -0.523
P 0.394 2.070 -0.813
C 1.360 2.132 -2.345
C 1.560 0.974 -3.120
C 2.292 1.059 -4.306
C 2.791 2.287 -4.739
C 2.567 3.443 -3.983
C 1.858 3.367 -2.785
Au 0.465 -0.062 0.069
P -0.303 -2.102 0.835
C -1.661 -2.835 -0.096
C -2.901 -3.136 0.497
C -3.856 -3.856 -0.224
C -3.630 -4.185 -1.562
C -2.441 -3.793 -2.187
C -1.469 -3.093 -1.468
C 1.056 -3.316 0.817
C 2.158 -3.043 1.647
C 3.268 -3.890 1.634
C 3.269 -5.026 0.817
C 2.156 -5.328 0.032
C 1.036 -4.492 0.047
C -0.836 -2.129 2.550
C -0.941 -0.956 3.313
C -1.374 -1.040 4.640
C -1.717 -2.275 5.197
C -1.616 -3.441 4.432
C -1.169 -3.376 3.112
C 1.155 3.306 0.280
C 0.665 4.621 0.379
C 1.265 5.529 1.253
C 2.367 5.139 2.017
C 2.878 3.839 1.902
C 2.284 2.928 1.030
H 2.142 -2.170 2.300
H 4.133 -3.666 2.255
H 4.136 -5.684 0.809
H 2.158 -6.221 -0.590
H 0.144 -4.759 -0.518
H -3.112 -2.817 1.517
H -4.787 -4.154 0.260
H -4.384 -4.742 -2.117
H -2.278 -4.029 -3.237
H -0.554 -2.753 -1.959
H -0.682 0.005 2.864
H -1.448 -0.131 5.241
H -2.075 -2.335 6.225
H -1.884 -4.408 4.855
H -1.089 -4.282 2.510
H -0.188 4.934 -0.226
H 0.866 6.543 1.330
H 2.833 5.847 2.700
H 3.743 3.529 2.489
H 2.689 1.920 0.922
H 1.155 0.019 -2.785
H 2.466 0.155 -4.894
H 3.352 2.351 -5.672
H 2.941 4.406 -4.324
H 1.682 4.266 -2.190
H -0.901 2.686 -3.396
H -2.931 4.015 -3.924
H -4.451 4.753 -2.094
H -3.909 4.200 0.278
H -1.839 2.918 0.813
H -4.518 0.449 -0.224
H -4.472 0.604 0.502
N 3.594 -0.444 -0.064
C 2.429 -0.310 -0.038
```

Values from the calculation:
net charge: +2
2S+1: 3
max |F|: 3.47 eV Å⁻¹
HOMO energy (spin up / spin down): -0.5123 / -0.5128 Eh
lowest unoccupied orbital energy (spin up / spin down): -5.84 / -10.45 eV
calculated total energy: -2301.62959 a.u.
orbital gap (spin up / spin down): 8.098 / 3.501 eV

These are the Mulliken partial charges, in e, on atoms 1 to 8: -0.436 0.606 -0.384 -0.678 -0.483 -0.752 1.330 -0.085

=====

# 2
DFT (ωB97M-V/def2-TZVPD) results for C37H32ClEuN6O8PSe as an isolated structure.

Structure (XYZ):
```
87
Properties=species:S:1:pos:R:3
Eu 0.004 -0.220 -0.156
O 0.804 0.421 1.824
C 0.660 -0.815 2.006
O -0.429 -1.365 1.721
C 1.915 -1.627 2.147
C 2.608 -1.980 3.271
C 3.858 -2.597 3.132
C 4.426 -2.777 1.887
C 3.742 -2.377 0.750
C 2.427 -1.845 0.827
O 1.730 -1.526 -0.214
N 4.409 -2.441 -0.512
O 5.298 -3.243 -0.658
O 4.051 -1.645 -1.369
N 4.594 -2.984 4.312
O 4.045 -2.829 5.379
O 5.703 -3.436 4.145
H 2.230 -1.788 4.264
H 5.419 -3.196 1.801
Cl -2.645 0.196 0.221
C -3.249 -0.080 -1.390
C -4.438 -0.780 -1.526
C -4.963 -0.996 -2.788
C -4.292 -0.521 -3.904
C -3.110 0.185 -3.761
C -2.557 0.417 -2.502
P -1.136 1.562 -2.138
C -1.844 2.991 -3.037
C -2.502 3.982 -2.318
C -3.093 5.045 -2.978
C -3.030 5.119 -4.359
C -2.373 4.133 -5.080
C -1.779 3.070 -4.427
C 0.411 1.266 -3.104
C 1.108 2.397 -3.539
C 2.443 2.312 -3.904
C 3.116 1.106 -3.811
C 2.443 -0.026 -3.366
C 1.108 0.054 -2.998
H -4.944 -1.147 -0.647
H -5.895 -1.530 -2.898
H -4.695 -0.687 -4.892
H -2.610 0.568 -4.639
H -2.542 3.925 -1.239
H -3.603 5.813 -2.418
H -3.496 5.943 -4.876
H -2.325 4.190 -6.156
H -1.237 2.324 -4.994
H 0.619 3.360 -3.590
H 2.952 3.203 -4.246
H 4.160 1.042 -4.076
H 2.964 -0.969 -3.286
H 0.614 -0.840 -2.619
C -0.577 -4.183 0.377
N -0.900 -4.278 -1.028
C -0.987 -5.645 -1.510
C -1.873 -5.700 -2.739
C -1.284 -4.740 -3.753
N -1.170 -3.419 -3.161
C -1.035 -2.338 -4.110
C -0.970 -3.207 -1.836
O -0.892 -2.025 -1.383
H -1.388 -4.610 0.970
H -0.434 -3.144 0.674
H 0.337 -4.750 0.574
H -1.410 -6.253 -0.707
H 0.021 -6.014 -1.739
H -2.884 -5.381 -2.478
H -1.914 -6.710 -3.139
H -1.931 -4.661 -4.630
H -0.301 -5.095 -4.086
H -1.764 -2.456 -4.911
H -0.030 -2.328 -4.545
H -1.222 -1.397 -3.604
Se 3.117 0.807 -0.264
N 1.540 1.560 -0.488
C 1.517 2.695 0.238
C 0.431 3.578 0.327
C 0.554 4.690 1.113
C 1.737 4.955 1.833
C 2.815 4.117 1.765
C 2.727 2.967 0.957
N 3.684 2.057 0.776
H -0.475 3.370 -0.229
H -0.270 5.380 1.191
H 1.780 5.839 2.449
H 3.724 4.308 2.311
```

Values from the calculation:
2S+1: 8
max |F|: 4.62 eV Å⁻¹
HOMO energy (spin up / spin down): -0.2251 / -0.3081 Eh
lowest unoccupied orbital energy (spin up / spin down): -0.45 / -0.44 eV
calculated total energy: -6272.78553 a.u.
orbital gap (spin up / spin down): 5.677 / 7.944 eV

These are the Mulliken partial charges, in e, on atoms 1 to 8: -0.011 -0.460 0.650 -0.680 0.925 -0.639 -0.515 -0.488

=====

# 3
DFT (ωB97M-V/def2-TZVPD) results for C37H32F4N4O2PPtSb2 as an isolated structure.

Structure (XYZ):
```
83
Properties=species:S:1:pos:R:3
Pt 0.000 0.876 -0.570
O -1.822 -3.942 0.568
C -2.096 -3.170 -0.283
O -1.366 -1.953 -0.372
C -3.118 -3.201 -1.327
C -4.078 -4.192 -1.486
C -5.012 -4.040 -2.498
C -4.994 -2.915 -3.313
C -4.046 -1.914 -3.141
C -3.086 -2.076 -2.160
P -1.743 -0.991 -1.572
C -0.414 -1.104 -2.806
C 0.890 -1.311 -2.347
C 1.917 -1.442 -3.265
C 1.651 -1.352 -4.626
C 0.355 -1.140 -5.073
C -0.687 -1.024 -4.165
C -2.617 0.540 -1.122
C -3.275 0.660 0.104
C -4.022 1.795 0.361
C -4.151 2.781 -0.607
C -3.537 2.634 -1.845
C -2.779 1.512 -2.113
H -4.092 -5.037 -0.816
H -5.771 -4.794 -2.643
H -5.735 -2.809 -4.090
H -4.072 -1.025 -3.755
H 1.074 -1.409 -1.277
H 2.922 -1.640 -2.921
H 2.458 -1.453 -5.336
H 0.150 -1.075 -6.131
H -1.701 -0.885 -4.513
H -3.186 -0.110 0.853
H -4.503 1.905 1.321
H -4.744 3.657 -0.402
H -3.668 3.387 -2.608
H -2.305 1.369 -3.077
C 2.648 3.869 0.763
Sb 2.151 1.791 1.095
C 1.859 2.071 3.209
C 4.139 0.957 0.985
H 3.529 4.097 1.356
H 1.819 4.483 1.108
H 2.844 4.096 -0.278
H 2.320 3.013 3.479
H 2.328 1.266 3.759
H 0.803 2.109 3.446
H 4.655 1.210 1.904
H 4.658 1.394 0.139
H 4.099 -0.120 0.875
F 1.885 -0.846 2.394
C 1.660 -1.325 3.660
C 2.701 -1.925 4.316
F 3.878 -2.015 3.683
C 2.578 -2.411 5.645
C 1.329 -2.150 6.272
C 0.293 -1.543 5.606
F -0.865 -1.339 6.243
C 0.397 -1.136 4.258
C -0.690 -0.562 3.546
C -0.583 -0.247 2.226
N -0.590 -0.004 1.085
C -1.954 -0.269 4.082
N -3.017 0.013 4.409
F 1.143 -2.522 7.539
C 3.612 -3.121 6.287
C 4.782 -3.510 5.621
N 5.741 -3.876 5.104
C 3.564 -3.538 7.625
N 3.597 -3.894 8.716
C 2.842 2.519 -2.811
Sb 0.736 2.368 -2.466
C 0.133 2.414 -4.518
C 0.195 4.400 -2.067
H 3.043 3.401 -3.410
H 3.185 1.640 -3.350
H 3.384 2.584 -1.873
H 0.659 3.235 -4.992
H -0.933 2.595 -4.586
H 0.381 1.489 -5.023
H 0.663 5.061 -2.790
H 0.485 4.688 -1.062
H -0.885 4.480 -2.157
```

Values from the calculation:
net charge: +1
2S+1: 3
max |F|: 1.90 eV Å⁻¹
HOMO energy (spin up / spin down): -0.3421 / -0.3711 Eh
lowest unoccupied orbital energy (spin up / spin down): -3.25 / -4.61 eV
calculated total energy: -3138.90487 a.u.
orbital gap (spin up / spin down): 6.055 / 5.488 eV

These are the Mulliken partial charges, in e, on atoms 1 to 8: 1.113 -0.533 0.389 0.115 0.151 -0.792 -0.566 -0.727

=====

Q: Which value of 2S+1 does entry 2 give?
A: 8

=====

Q: max |F| of number 2 (C37H32ClEuN6O8PSe)?
A: 4.62 eV Å⁻¹

=====

Q: Look up the 2S+1 of the second one.
A: 8

=====

Q: Among the records above, which one has the highest calculated total energy?
A: C37H32AuNP2